1.
Entry from OMol25: a molecular structure, C24H32GaN10Se2 (the ωB97M-V functional and the def2-TZVPD basis).

Last column: Löwdin charge in e.
Atoms and positions in Å:
Ga (0.4477, 0.1083, 0.2150)  0.7219
Se (3.1580, 2.0401, -0.7398)  0.7931
Se (4.4218, 0.3789, 0.2203)  0.8674
C (3.1908, -0.0528, 1.6113)  -0.5779
C (3.8716, -0.4068, 2.7728)  -0.0840
C (3.2147, -0.6203, 3.9648)  0.0327
C (1.8412, -0.4309, 3.9836)  0.0008
C (1.2174, -0.1312, 2.8047)  -0.1643
N (1.8234, 0.0188, 1.6003)  0.0088
C (2.7224, 0.8639, -2.1901)  -0.6847
C (3.1937, 1.1201, -3.4620)  -0.0584
C (3.0844, 0.1136, -4.4158)  0.0004
C (2.5468, -1.1012, -4.0314)  -0.0032
C (2.0782, -1.2449, -2.7343)  -0.1035
N (2.1266, -0.2742, -1.8157)  -0.0279
H (4.9525, -0.4540, 2.7348)  0.1157
H (3.7649, -0.8761, 4.8613)  0.1462
H (1.2631, -0.5188, 4.8939)  0.1400
H (0.1644, 0.0002, 2.7708)  0.0224
H (3.6738, 2.0619, -3.6894)  0.1219
H (3.4536, 0.2676, -5.4213)  0.1355
H (2.4873, -1.9329, -4.7195)  0.1284
H (1.6568, -2.1933, -2.4248)  0.1070
C (-2.1754, 2.0984, 0.8231)  -0.0679
N (-1.2696, 1.3091, 1.7051)  -0.2393
C (-0.6051, 2.2679, 2.6270)  -0.0483
C (-2.2343, 0.4612, 2.5059)  -0.1480
C (-1.7415, -0.8549, 3.0599)  -0.2014
N (-1.2405, -1.7232, 1.9840)  -0.2572
C (-2.4110, -2.1785, 1.1968)  -0.0650
C (-0.6374, -2.9223, 2.6052)  -0.0519
H (-2.9915, 2.5067, 1.4232)  0.1199
H (-2.6035, 1.4663, 0.0477)  0.0977
H (-1.6528, 2.9390, 0.3837)  0.0729
H (-1.3181, 3.0285, 2.9526)  0.1191
H (0.2328, 2.7669, 2.1416)  0.0834
H (-0.2334, 1.7603, 3.5145)  0.0948
H (-3.0891, 0.2690, 1.8611)  0.1167
H (-2.6075, 1.0679, 3.3359)  0.1488
H (-2.5737, -1.3374, 3.5856)  0.1496
H (-0.9797, -0.7171, 3.8260)  0.1092
H (-3.2292, -2.4763, 1.8596)  0.1151
H (-2.1515, -3.0472, 0.6060)  0.0792
H (-2.7746, -1.3975, 0.5296)  0.0847
H (-1.3768, -3.4620, 3.2064)  0.1145
H (0.1862, -2.6420, 3.2561)  0.0832
H (-0.2668, -3.6082, 1.8476)  0.0810
N (0.4098, 3.5363, -0.5734)  0.1728
C (-0.2511, 2.7273, -1.4013)  -0.4454
N (-0.8795, 3.3125, -2.3980)  0.2164
C (-1.5918, 2.5403, -3.2190)  -0.3759
N (-2.2577, 3.0940, -4.2061)  0.2486
N (-1.6710, 1.1787, -3.0908)  0.2290
C (-1.0117, 0.6815, -2.1031)  -0.2642
N (-0.2648, 1.3618, -1.1847)  0.1056
C (-1.0182, -0.7940, -1.9676)  -0.1756
C (-1.6421, -1.6254, -2.8732)  0.0635
C (-1.4767, -2.9978, -2.7350)  0.0396
C (-0.6723, -3.4855, -1.7148)  0.0059
C (-0.1051, -2.5923, -0.8278)  -0.1152
N (-0.2981, -1.2729, -0.9459)  0.0302
H (0.3670, 4.5278, -0.7621)  0.1517
H (0.8931, 3.2107, 0.2416)  0.0396
H (-2.2200, 4.0933, -4.3431)  0.1469
H (-2.7983, 2.5251, -4.8390)  0.1432
H (-2.2188, -1.1899, -3.6767)  0.1375
H (-1.9537, -3.6768, -3.4299)  0.1426
H (-0.4875, -4.5449, -1.5988)  0.1423
H (0.5374, -2.9206, -0.0249)  0.1316

Atoms 1-3, force components in eV/Å:
Ga -0.2361 0.8462 -0.3948
Se 0.1799 0.0829 -0.1416
Se -0.1064 0.1256 0.1387

Values from the calculation:
multiplicity	1
LUMO energy	-9.33	eV
total charge	+3
HOMO-LUMO gap	7.5	eV

---

2.
Entry from OMol25: a molecular structure, C24H32LaN10O4PSSe (the ωB97M-V functional and the def2-TZVPD basis).

Last column: Löwdin charge in e.
Atoms and positions in Å:
La (1.4647, 0.5604, 0.5949)  1.9726
N (1.9307, 0.0116, -2.1039)  -0.0574
C (2.8323, -1.1428, -1.8514)  -0.1824
C (3.6119, -0.9910, -0.5439)  -0.6438
O (4.0028, -2.0190, 0.0106)  0.0092
N (3.7853, 0.2976, -0.1801)  -0.1146
C (4.5973, 0.4784, 1.0481)  -0.1428
C (3.6167, 0.8726, 2.1594)  -0.6983
O (3.5435, 2.0316, 2.5616)  -0.0738
O (2.7034, -0.0244, 2.4162)  -0.2410
H (1.3978, -0.1554, -2.9470)  0.0624
H (2.5182, 0.8216, -2.2843)  0.0776
H (3.5959, -1.2757, -2.6217)  0.1256
H (2.2484, -2.0597, -1.7938)  0.0978
H (5.3171, 1.2786, 0.8945)  0.1056
H (5.1043, -0.4483, 1.3160)  0.1204
C (1.8651, -3.2252, 2.2910)  0.0361
C (0.7792, -2.2527, 1.9712)  -0.5039
O (0.6737, -1.7143, 0.8440)  -0.2296
N (-0.1199, -1.9694, 2.9204)  0.1138
C (-1.1782, -0.9622, 2.7954)  -0.0927
C (-0.8312, 0.3146, 3.5263)  -0.2617
C (-1.3656, 0.5810, 4.7729)  -0.0114
C (-0.9353, 1.7085, 5.4596)  -0.0381
C (0.0239, 2.5147, 4.8798)  -0.0263
C (0.5017, 2.1797, 3.6223)  -0.1006
N (0.0692, 1.1150, 2.9452)  0.0409
H (2.7048, -3.0537, 1.6201)  0.0762
H (1.4774, -4.2370, 2.1463)  0.1025
H (2.1865, -3.1175, 3.3263)  0.0999
H (0.0715, -2.3401, 3.8381)  0.1589
H (-2.0990, -1.3836, 3.1959)  0.1279
H (-1.3348, -0.7617, 1.7365)  0.0873
H (-2.1023, -0.0872, 5.2001)  0.1166
H (-1.3361, 1.9411, 6.4377)  0.1166
H (0.4098, 3.3905, 5.3823)  0.1167
H (1.2709, 2.7761, 3.1477)  0.0984
S (-2.1702, 1.7685, -0.4441)  0.5555
C (-0.5417, 2.1017, -0.3628)  -0.7414
Se (3.5304, 3.9866, 0.5720)  1.1910
N (2.8779, 5.3880, -0.3135)  -0.2316
C (1.6397, 5.1370, -0.6608)  -0.3857
C (0.7706, 6.0589, -1.3004)  0.0009
C (-0.5358, 5.6447, -1.5579)  -0.0745
C (-0.9869, 4.3986, -1.2384)  -0.0899
N (-0.1572, 3.4299, -0.6497)  -0.1344
C (1.1592, 3.7957, -0.3282)  -0.3734
N (1.9702, 3.0109, 0.3132)  -0.3270
H (1.1218, 7.0493, -1.5496)  0.1155
H (-1.2399, 6.3197, -2.0267)  0.1116
H (-1.9924, 4.0623, -1.4217)  0.0528
C (-2.1072, -2.9187, -3.9582)  -0.1136
N (-2.8111, -1.5732, -3.7007)  -0.0702
C (-4.0885, -1.8400, -2.8797)  -0.1053
N (-3.7927, -2.5637, -1.6966)  -0.1405
C (-3.1047, -3.8139, -2.0190)  -0.1546
N (-1.8519, -3.5965, -2.7407)  -0.1393
C (-0.8599, -2.8864, -1.9014)  -0.2972
P (-1.3818, -1.1947, -1.3109)  0.9625
C (-1.8987, -0.6062, -2.9831)  -0.2775
C (-3.0431, -1.7500, -0.7192)  -0.3147
H (-1.1900, -2.6831, -4.4956)  0.1427
H (-2.7855, -3.4840, -4.5967)  0.1438
H (-3.0876, -1.1747, -4.5975)  0.1781
H (-4.7470, -2.4008, -3.5426)  0.1446
H (-4.5138, -0.8627, -2.6577)  0.1469
H (-3.7632, -4.4251, -2.6382)  0.1380
H (-2.8943, -4.3494, -1.0959)  0.1377
H (0.0840, -2.8176, -2.4472)  0.0845
H (-0.6549, -3.5010, -1.0232)  0.0937
H (-1.0186, -0.4701, -3.6135)  0.0934
H (-2.4170, 0.3488, -2.9014)  0.0651
H (-3.6321, -0.8832, -0.4211)  0.0727
H (-2.8877, -2.3583, 0.1747)  0.0954

Atoms 1-3, force components in eV/Å:
La -2.0143 0.1310 -1.0811
N 0.4362 -0.2061 0.1864
C -0.0257 0.0679 -0.0622

Values from the calculation:
multiplicity	2
LUMO energy (alpha / beta)	-2.73 / -2.99	eV
total charge	+1
HOMO-LUMO gap (alpha / beta)	6.0 / 6.8	eV
expectation value of S²	0.801

---

3.
Entry from OMol25: C24H32N2O5 in the gas phase (the ωB97M-V functional and the def2-TZVPD basis).

Last column: Löwdin charge in e.
Atoms and positions in Å:
C (-4.6257, -1.6891, 1.9319)  -0.0680
C (-4.8038, -0.6288, 0.8477)  -0.2682
O (-4.2624, 0.6334, 1.1718)  -0.1428
C (-2.8632, 0.6239, 1.3473)  -0.2258
C (-2.3586, 2.0628, 1.3682)  -0.1171
C (-0.8904, 2.1467, 1.7958)  -0.1286
N (0.0009, 1.3623, 0.9563)  0.0156
C (0.2138, 1.6402, -0.3502)  -0.3724
O (0.7776, 0.8545, -1.1117)  0.0588
C (-0.2209, 2.9278, -0.9181)  -0.1799
C (-0.3618, 3.1921, -2.2591)  0.0175
C (-0.7201, 4.5514, -2.3635)  -0.0401
C (-0.7590, 5.0233, -1.0862)  -0.0953
O (-0.4619, 4.0563, -0.2088)  0.0250
C (0.5988, 0.1584, 1.5398)  -0.1214
C (-0.2033, -1.1219, 1.2025)  -0.4770
O (-0.8068, -1.7298, 2.0680)  0.0553
N (-0.1605, -1.4625, -0.0860)  0.1131
C (-0.8425, -2.6065, -0.6462)  -0.2774
C (0.1709, -3.5704, -1.3031)  -0.1210
C (-0.1625, -3.5901, -2.7998)  -0.1895
C (-0.9112, -2.2810, -3.0336)  -0.1907
C (-1.7772, -2.1661, -1.7838)  -0.1429
C (2.0686, 0.0276, 1.1990)  -0.1764
C (2.6680, -1.2227, 1.0855)  -0.0179
C (4.0148, -1.3371, 0.8182)  0.0113
C (4.8068, -0.2000, 0.6589)  -0.2751
O (6.1224, -0.4225, 0.3874)  -0.0847
C (6.9688, 0.6868, 0.2103)  -0.0927
C (4.2189, 1.0518, 0.7960)  -0.0074
C (2.8666, 1.1541, 1.0711)  -0.0223
H (-3.5781, -1.9566, 2.0496)  0.0566
H (-5.0023, -1.3171, 2.8816)  0.0796
H (-5.1831, -2.5806, 1.6572)  0.0739
H (-4.3592, -0.9908, -0.0935)  0.1082
H (-5.8667, -0.4345, 0.6813)  0.1178
H (-2.3928, 0.0715, 0.5202)  0.1140
H (-2.5949, 0.1221, 2.2864)  0.1229
H (-2.9615, 2.6292, 2.0789)  0.1265
H (-2.5045, 2.5049, 0.3822)  0.1137
H (-0.8042, 1.7643, 2.8142)  0.1308
H (-0.5697, 3.1909, 1.8019)  0.1189
H (-0.2233, 2.4876, -3.0526)  0.1200
H (-0.9172, 5.1010, -3.2604)  0.1042
H (-0.9759, 5.9944, -0.6864)  0.1257
H (0.5217, 0.2674, 2.6288)  0.1597
H (0.3567, -0.8536, -0.7191)  0.1142
H (-1.3871, -3.0747, 0.1779)  0.1430
H (1.1790, -3.1867, -1.1429)  0.1081
H (0.1167, -4.5653, -0.8646)  0.1091
H (-0.8187, -4.4316, -3.0281)  0.1085
H (0.7299, -3.6772, -3.4171)  0.1054
H (-0.2088, -1.4472, -3.0760)  0.1091
H (-1.4971, -2.2903, -3.9515)  0.1073
H (-2.6246, -2.8500, -1.8505)  0.1165
H (-2.1564, -1.1570, -1.6244)  0.1020
H (2.0785, -2.1169, 1.2194)  0.1173
H (4.4825, -2.3045, 0.7263)  0.1187
H (7.9532, 0.2748, -0.0067)  0.0921
H (6.6448, 1.3101, -0.6294)  0.0952
H (7.0260, 1.2985, 1.1168)  0.0946
H (4.7993, 1.9552, 0.6944)  0.1029
H (2.4329, 2.1378, 1.1807)  0.1213

Atoms 1-3, force components in eV/Å:
C 0.0701 0.3687 -0.2241
C -0.1506 -0.2474 0.0071
O 0.0557 0.2583 0.0449

Values from the calculation:
multiplicity	1
SMILES	CCOCCCN(C(=O)c1ccco1)[C@@H](C(=O)NC1CCCC1)c1ccc(OC)cc1
LUMO energy	0.61	eV
HOMO-LUMO gap	8.9	eV

---

4.
Entry from OMol25: C24H32N4O4 in the gas phase (the ωB97M-V functional and the def2-TZVPD basis).

Last column: Löwdin charge in e.
Atoms and positions in Å:
C (3.9537, 4.4309, -0.5913)  -0.1145
C (3.3890, 3.3751, 0.3499)  -0.2420
C (3.3162, 2.0006, -0.3260)  -0.2025
N (2.7670, 1.0002, 0.5680)  -0.1851
C (3.7211, 0.1641, 1.2581)  -0.2009
C (4.5888, -0.7917, 0.4178)  -0.2317
C (3.8064, -1.9065, -0.2629)  -0.1046
C (1.5086, 0.4252, 0.1738)  -0.1790
C (0.3772, 1.4457, 0.4122)  -0.1333
N (-0.9331, 0.8715, 0.2137)  0.1088
C (-1.5591, 0.9063, -0.9675)  -0.4424
O (-1.1735, 1.5044, -1.9536)  0.0870
C (-2.9225, 0.1734, -1.0052)  -0.3563
O (-3.3731, 0.1714, -2.3340)  0.0567
C (-3.9202, 0.9210, -0.1458)  -0.0687
C (-3.9496, 2.3063, -0.1023)  -0.0083
C (-4.9447, 2.9596, 0.6030)  -0.0797
C (-5.9246, 2.2280, 1.2558)  -0.0824
C (-5.9077, 0.8476, 1.2176)  -0.0171
C (-4.9030, 0.1870, 0.5162)  -0.1810
N (-4.8399, -1.1900, 0.4744)  0.1731
C (-3.7457, -1.9151, 0.0642)  -0.4727
O (-3.6868, -3.1092, 0.2565)  0.0905
N (-2.7303, -1.1766, -0.4969)  0.1049
C (-1.5354, -1.8636, -0.8567)  -0.1975
C (-1.0373, -1.8248, -2.1484)  -0.0038
C (0.1467, -2.4859, -2.4351)  -0.0555
C (0.8165, -3.1920, -1.4598)  -0.0188
C (0.3088, -3.2413, -0.1602)  -0.2727
O (1.0371, -3.9569, 0.7398)  -0.0932
C (0.5066, -4.1516, 2.0291)  -0.0804
C (-0.8604, -2.5583, 0.1420)  0.0401
H (4.0004, 5.3988, -0.0983)  0.0673
H (4.9578, 4.1604, -0.9112)  0.0699
H (3.3277, 4.5258, -1.4759)  0.0709
H (4.0175, 3.2990, 1.2388)  0.1046
H (2.3900, 3.6666, 0.6763)  0.0983
H (4.3239, 1.7212, -0.6535)  0.1134
H (2.6928, 2.0731, -1.2219)  0.1258
H (4.3936, 0.8355, 1.8035)  0.1136
H (3.1710, -0.4223, 1.9993)  0.1179
H (5.3287, -1.2311, 1.0910)  0.1049
H (5.1349, -0.2228, -0.3373)  0.0924
H (3.2227, -2.4706, 0.4604)  0.0640
H (3.1299, -1.5062, -1.0126)  0.0569
H (4.4903, -2.5939, -0.7566)  0.0746
H (1.4722, 0.1178, -0.8841)  0.1226
H (1.3163, -0.4608, 0.7828)  0.1162
H (0.4462, 1.8304, 1.4315)  0.1285
H (0.4733, 2.2722, -0.2932)  0.1175
H (-1.2934, 0.2596, 0.9295)  0.1530
H (-2.7437, 0.7240, -2.8369)  0.1009
H (-3.1981, 2.8715, -0.6325)  0.1240
H (-4.9625, 4.0376, 0.6331)  0.1017
H (-6.7079, 2.7370, 1.7968)  0.1042
H (-6.6704, 0.2719, 1.7209)  0.1110
H (-5.5790, -1.7294, 0.9019)  0.1612
H (-1.5753, -1.3077, -2.9250)  0.1147
H (0.5381, -2.4604, -3.4407)  0.1101
H (1.7272, -3.7261, -1.6763)  0.1181
H (1.1892, -4.8377, 2.5284)  0.0944
H (-0.4919, -4.5960, 1.9882)  0.1006
H (0.4645, -3.2132, 2.5934)  0.0930
H (-1.2827, -2.5790, 1.1336)  0.1164

Atoms 1-3, force components in eV/Å:
C -0.0761 -0.0922 0.2217
C 0.1333 -0.0459 -0.3994
C -0.0374 0.3263 0.4204

Values from the calculation:
multiplicity	1
SMILES	CCCN(CCC)CCNC(=O)[C@]1(O)c2ccccc2NC(=O)N1c1cccc(OC)c1
LUMO energy	0.54	eV
HOMO-LUMO gap	8.6	eV

---

Calculated max |F| (eV/A), listed in the same order as above: 0.963; 2.290; 1.302; 0.647
Calculated relative energy (zero: lowest compared OMol25 entry of this formula, charge and spin) (kJ/mol), listed in the same order as above: 0.0; 151.5; 148.5; 196.2